Entry from the Open Molecules 2025 dataset: a structure of composition C46H52As2F2N2O12PbSbSe4 (ωB97M-V with the def2-TZVPD basis set).

Kohn-Sham gap, eV: 6.325
E_HOMO, eV: -4.6

Structure (ORCA input):
```
! RIJCOSX wB97M-V def2-TZVPD def2/J DEFGRID3
* xyz -1 1
Pb -0.49716 -0.38854 0.59285
Se 4.71415 0.36373 -0.43454
Sb 3.53219 -0.01320 1.60965
Se 1.75463 2.17933 1.61466
Se 1.70594 -1.77948 0.98062
Se 2.77429 3.86107 2.59318
C -1.59551 -1.20398 3.91548
C -2.36756 -2.45608 3.49952
C -1.41305 -3.60846 3.18583
C -3.42482 -2.15836 2.44213
C -4.72235 -1.95518 2.91507
C -5.78243 -1.70108 2.06548
C -5.55355 -1.64620 0.70109
C -4.27980 -1.82784 0.17993
C -4.09873 -1.73363 -1.32512
C -4.50313 -0.35868 -1.85662
C -4.86057 -2.85089 -2.04252
C -3.19530 -2.07925 1.05520
N -1.89059 -2.19492 0.50998
C -1.61515 -3.32075 -0.23137
C -2.17438 -4.58654 0.00839
C -1.83854 -5.69050 -0.75954
C -0.93739 -5.58666 -1.80992
C -0.39725 -4.34108 -2.10719
C -0.75533 -3.26670 -1.33389
F -0.30526 -2.02172 -1.71946
H -0.87215 -1.42363 4.70125
H -2.26679 -0.41903 4.27198
H -1.01353 -0.78875 3.09057
H -2.94338 -2.75978 4.38020
H -0.73003 -3.36594 2.37380
H -1.96110 -4.51312 2.91719
H -0.81198 -3.82696 4.07090
H -4.89689 -2.01270 3.98438
H -6.77816 -1.54454 2.46206
H -6.37943 -1.44559 0.02771
H -3.04299 -1.86049 -1.55143
H -5.53335 -0.10342 -1.60136
H -4.39303 -0.32657 -2.94198
H -3.85056 0.41180 -1.44050
H -5.93681 -2.76258 -1.87428
H -4.53838 -3.83204 -1.69011
H -4.68197 -2.79885 -3.11881
H -2.88612 -4.68369 0.81835
H -2.28626 -6.64903 -0.52699
H -0.66839 -6.45155 -2.40049
H 0.28474 -4.18968 -2.93343
C 1.31430 4.67154 7.84446
C 0.00649 5.19576 7.26498
C 0.02835 6.71395 7.18194
C -1.29482 7.22940 6.64686
C -1.56804 6.61466 5.30232
C -2.30977 7.28635 4.35460
C -2.54424 6.70782 3.11560
F -3.27322 7.40310 2.21764
C -2.05882 5.47283 2.79254
C -1.29270 4.78043 3.73301
C -0.78688 3.43515 3.36700
O -1.07292 2.91485 2.29335
C -0.00884 2.79907 4.39574
C 0.17166 3.41011 5.59570
N -0.27323 4.63873 5.92110
C -1.04008 5.34842 4.98829
C 0.61567 1.45451 4.26207
O 0.75628 0.74517 5.23971
O 1.03180 1.05417 3.07682
H 1.57033 5.27254 8.71707
H 2.12279 4.76022 7.11701
H 1.25203 3.63516 8.17025
H -0.81917 4.90002 7.92357
H 0.84481 7.01960 6.52051
H 0.23418 7.11584 8.17443
H -1.28982 8.31660 6.56091
H -2.09520 6.96663 7.34665
H -2.71486 8.26740 4.56959
H -2.25191 5.01440 1.83241
H 0.72810 2.87444 6.34793
O -1.49698 -0.23971 -3.62267
H -1.02371 -0.39828 -4.44712
H -1.22446 -0.95730 -3.03620
C 2.00047 1.34087 -3.07615
O 0.74214 2.02265 -2.89960
C -0.01027 2.25691 -3.97147
O 0.27786 1.95656 -5.10576
C -1.31970 2.88566 -3.58983
C -1.85884 3.75753 -4.43816
As -3.68468 4.49862 -4.33477
C -4.63706 2.85804 -4.89006
C -4.16875 4.09908 -2.46546
C -3.62137 3.20404 -1.64812
As -1.77240 2.47993 -1.71958
C -0.88716 4.13580 -1.11062
C -4.43567 2.61797 -0.52764
O -5.60754 2.34300 -0.60279
O -3.65074 2.35409 0.51747
C -4.23686 1.69355 1.64778
C -5.48884 4.74241 -2.17993
O -6.31629 4.96057 -3.03406
O -5.60700 5.14335 -0.91330
C -6.87629 5.69833 -0.56106
C -0.95602 4.40590 -5.46770
O -0.04030 5.09306 -5.10969
O -1.22238 4.30048 -6.78087
C -2.16980 3.33357 -7.21880
H 2.10858 0.64383 -2.24956
H 2.80208 2.07386 -3.02462
H 2.01678 0.82717 -4.03309
H -4.61803 2.73402 -5.96970
H -5.66846 2.96250 -4.55918
H -4.17310 1.99885 -4.40670
H -1.52657 4.99536 -1.30362
H 0.03474 4.24072 -1.68041
H -0.64798 4.05717 -0.05176
H -3.43192 1.14074 2.12584
H -5.02540 1.01901 1.32798
H -4.63323 2.44305 2.33311
H -6.88747 5.73938 0.52397
H -7.68176 5.06754 -0.93117
H -6.97850 6.69837 -0.98116
H -1.97149 3.17726 -8.27593
H -3.18591 3.71027 -7.10507
H -2.04619 2.39236 -6.68164
*
```

=====

Entry from the Open Molecules 2025 dataset: a structure of composition C46H52BiFN5O2Se (ωB97M-V with the def2-TZVPD basis set).

Kohn-Sham gap, eV: 6.438
E_HOMO, eV: -3.9

Structure (ORCA input):
```
! RIJCOSX wB97M-V def2-TZVPD def2/J DEFGRID3
* xyz -1 1
Bi -0.49398 0.02336 -0.17986
C 6.01371 -2.02171 1.56506
C 4.88911 -1.55987 0.63410
C 5.44456 -1.39699 -0.78838
C 3.68695 -2.47876 0.66524
C 3.84156 -3.81677 0.09720
C 2.86072 -4.70879 -0.10265
C 1.47124 -4.40500 0.34426
C 1.26968 -2.98485 0.88312
C 0.34460 -2.99429 2.11454
C 1.11560 -3.53792 3.31952
C -0.95281 -3.79285 1.96194
C 2.45556 -2.06147 1.07367
N 2.06156 -0.79188 1.40389
C 2.64446 -0.05263 2.36471
C 3.59847 -0.50518 3.31063
C 4.11057 0.30935 4.30693
C 3.71372 1.63387 4.43422
C 2.77707 2.12317 3.52491
C 2.28522 1.30120 2.54613
F 1.35973 1.83162 1.67783
H 6.88889 -1.37322 1.47144
H 6.32283 -3.03935 1.30868
H 5.69914 -2.01449 2.60868
H 4.54863 -0.57513 0.96301
H 5.96386 -2.29870 -1.12254
H 6.16209 -0.57384 -0.82791
H 4.64887 -1.18746 -1.50798
H 4.84518 -4.09880 -0.21199
H 3.06863 -5.67808 -0.54178
H 1.08367 -5.20747 0.97715
H 0.10096 -1.95326 2.33748
H 1.41181 -4.57924 3.15823
H 0.48744 -3.50571 4.21260
H 2.01497 -2.95979 3.52043
H -0.75302 -4.86888 1.96616
H -1.48963 -3.54494 1.05259
H -1.60466 -3.57499 2.81043
H 3.91897 -1.53623 3.24066
H 4.83337 -0.10403 5.00170
H 4.10988 2.26950 5.21417
H 2.41920 3.14482 3.56957
N 1.59673 -0.85874 -1.63522
N 1.41609 -2.26291 -1.60331
C 0.57999 -2.73388 -0.51103
O 0.50233 -4.15685 -0.72983
O -0.59707 -2.06870 -0.54250
H 1.76809 -0.58625 -2.59661
H 2.35144 -0.55299 -1.02281
H 2.28968 -2.77684 -1.62148
N -1.40448 -2.45831 -3.40016
C -0.42174 -1.62665 -3.91726
C 0.68656 -2.18644 -4.56401
C 1.66568 -1.39464 -5.12751
C 1.55712 -0.00736 -5.08383
C 0.45140 0.55077 -4.46252
C -0.53323 -0.22949 -3.85633
C -1.72400 0.45098 -3.25954
C -2.59331 1.06933 -4.16152
C -3.68793 1.80300 -3.72876
C -3.91562 1.93971 -2.36952
C -3.05308 1.32895 -1.46935
C -1.96516 0.55659 -1.87957
H -1.02213 -3.32458 -3.04552
H -1.94221 -2.02093 -2.66634
H 0.77857 -3.26584 -4.58592
H 2.52016 -1.85949 -5.60443
H 2.31183 0.62501 -5.53292
H 0.33886 1.62851 -4.44459
H -2.39500 0.96870 -5.22280
H -4.34557 2.27438 -4.44959
H -4.75223 2.52191 -2.00128
H -3.24302 1.47326 -0.41426
N 1.52638 2.61738 -1.32398
C 0.38731 3.41942 -1.28282
C -0.41527 3.59422 -2.41177
C -1.54077 4.39740 -2.35855
C -1.89300 5.04981 -1.18385
C -1.09553 4.88181 -0.06048
C 0.03343 4.07767 -0.10242
H 1.50597 1.87201 -2.00479
H 1.83979 2.29873 -0.41779
H -0.15958 3.07931 -3.32889
H -2.15897 4.49694 -3.24211
H -2.78139 5.66615 -1.14104
H -1.36020 5.37126 0.86938
H 0.63977 3.93515 0.78453
C -6.78036 3.86245 1.92059
C -5.66604 2.85065 1.87427
C -4.40586 3.14714 2.36954
C -3.37167 2.21313 2.36031
C -2.01404 2.61409 2.86651
C -3.61629 0.93936 1.83354
Se -2.23916 -0.39933 1.84875
C -4.87659 0.62396 1.30301
C -5.15531 -0.70827 0.66526
C -5.88005 1.58485 1.34226
H -6.40011 4.85639 2.15664
H -7.51591 3.59691 2.68362
H -7.30618 3.91670 0.96571
H -4.21198 4.13645 2.77250
H -2.07058 3.55596 3.41439
H -1.31862 2.75222 2.03344
H -1.58478 1.84699 3.50971
H -4.37384 -0.96625 -0.05058
H -6.11792 -0.69069 0.15328
H -5.16723 -1.50685 1.41013
H -6.85260 1.34227 0.92422
*
```

=====

Entry from the Open Molecules 2025 dataset: a structure of composition C46H52F6MgN4O6PS2Te at a distorted geometry (ωB97M-V with the def2-TZVPD basis set).

Kohn-Sham gap (alpha / beta), eV: 7.769 / 6.861
E_HOMO (alpha / beta), eV: -7.5 / -7.5

Structure (ORCA input):
```
! RIJCOSX wB97M-V def2-TZVPD def2/J DEFGRID3
* xyz 0 2
Mg -1.92373 -0.19748 0.06565
C -4.08007 2.68457 -1.74254
P -2.74643 1.46410 -2.10283
C -1.37403 2.56065 -2.61210
C -1.01441 3.59781 -1.73872
C 0.09784 4.39804 -2.08742
C 0.78015 4.20992 -3.27328
C 0.41068 3.18244 -4.12848
C -0.56657 2.27378 -3.70308
C -3.18877 0.67697 -3.67624
C -3.76745 1.45583 -4.71648
C -3.92960 0.83561 -5.98103
C -3.41255 -0.41044 -6.21025
C -2.84495 -1.15855 -5.19710
C -2.74394 -0.57310 -3.96324
H -4.96101 2.18921 -1.33973
H -4.33254 3.17565 -2.73579
H -3.76894 3.42242 -1.01029
H -1.53022 3.75288 -0.79472
H 0.52374 4.99818 -1.33351
H 1.62841 4.88416 -3.50224
H 1.07662 2.93988 -4.92995
H -0.87357 1.48653 -4.48170
H -4.18215 2.37529 -4.59345
H -4.38754 1.36594 -6.81697
H -3.52391 -0.80635 -7.23520
H -2.32163 -2.08880 -5.31084
H -2.23970 -1.05994 -3.07305
C 5.29973 6.36052 1.32059
C 4.50213 5.19378 0.78732
C 3.15110 5.11970 1.11705
C 2.36020 3.97616 0.80395
C 0.95426 4.04566 1.22994
C 2.92388 2.99132 0.03791
Te 1.72693 1.27289 -0.47294
N -1.86159 1.12741 1.50265
C -1.18593 1.23017 2.62436
O -0.05174 1.47234 2.81321
C -2.17526 1.02244 3.89808
C -3.51470 1.19431 3.92657
C -4.21177 1.30837 5.14361
C -3.52055 1.09737 6.39904
C -2.14285 0.80307 6.30042
C -1.51380 0.73636 5.08882
C 3.16043 -0.12093 0.36681
C 3.58883 -0.08077 1.74788
C 2.83810 0.91987 2.60586
C 4.54692 -0.99655 2.21061
C 5.05322 -2.01111 1.35680
C 6.00764 -3.03898 1.78205
C 4.61642 -1.99677 0.05870
C 3.71025 -1.09631 -0.48022
C 3.42736 -1.28177 -1.90271
C 4.25902 3.13986 -0.44850
C 4.94897 2.22489 -1.42349
C 4.99390 4.26414 -0.05575
H 5.24155 6.35335 2.44848
H 4.85584 7.26483 0.90354
H 6.35730 6.35197 1.03704
H 2.59659 5.89255 1.69038
H 0.65279 5.08178 1.30067
H 0.98052 3.43712 2.11954
H 0.32099 3.52780 0.54126
H -4.10043 1.30613 3.01119
H -5.21818 1.63858 5.04845
H -3.87476 1.35703 7.40824
H -1.69693 0.62697 7.24093
H -0.40875 0.56938 5.09243
H 1.79896 0.82935 2.55440
H 2.99110 1.94002 2.15829
H 3.28016 0.95804 3.61476
H 4.92328 -1.06464 3.20859
H 5.56622 -3.91877 2.27259
H 6.73516 -2.62310 2.57897
H 6.59243 -3.44884 0.99149
H 4.95036 -2.76796 -0.66231
H 4.05223 -2.05633 -2.24764
H 3.58378 -0.32607 -2.42974
H 2.35012 -1.48063 -2.00999
H 4.16286 1.75315 -2.00351
H 5.45023 1.34937 -1.02627
H 5.71876 2.65011 -2.13224
H 6.06026 4.29146 -0.18119
F -6.18319 -3.24994 -1.77324
C -5.03765 -2.61017 -1.63604
F -5.34022 -1.26094 -2.02180
F -4.12505 -3.11842 -2.55595
S -4.33212 -2.69684 0.11111
O -3.33550 -1.65454 -0.11509
O -5.29363 -2.39596 1.08480
N -3.75022 -4.16330 0.06341
S -4.03584 -5.06654 1.30473
O -3.38736 -6.25020 0.90089
O -3.81556 -4.37589 2.55840
C -5.89497 -5.52282 1.19172
F -6.10621 -6.27568 2.25820
F -6.09174 -6.16927 0.04376
F -6.83814 -4.60394 1.23447
C 0.32331 -1.92827 2.36795
N 0.69541 -2.76999 1.28888
C 1.37880 -4.07461 1.40459
C 0.66938 -5.01818 0.52953
C 0.47015 -4.59341 -0.87230
N 0.24671 -3.14085 -1.02707
C -0.62457 -2.76556 -2.13224
C 0.25021 -2.36475 0.08085
O -0.15426 -1.14747 -0.03276
H -0.67320 -2.21321 2.66972
H 0.30386 -0.86375 1.94554
H 1.00606 -2.02391 3.20181
H 1.25005 -4.44410 2.44061
H 2.45210 -4.02288 1.16654
H -0.26922 -5.15796 0.98983
H 1.25304 -5.87859 0.67743
H -0.45841 -5.13634 -1.17960
H 1.25854 -4.93821 -1.63069
H -1.63530 -3.07734 -1.84332
H -0.30551 -3.34234 -3.02425
H -0.48696 -1.68911 -2.31280
*
```

=====

Entry from the Open Molecules 2025 dataset: a structure of composition C46H52N4OP2SSi2V at a distorted geometry (ωB97M-V with the def2-TZVPD basis set).

Kohn-Sham gap (alpha / beta), eV: 6.180 / 7.362
E_HOMO (alpha / beta), eV: -5.9 / -7.0

Structure (ORCA input):
```
! RIJCOSX wB97M-V def2-TZVPD def2/J DEFGRID3
* xyz 0 4
V 0.02360 -0.25547 0.19624
C -4.59470 0.31633 -1.66376
Si -3.52700 -0.50687 -0.31076
C -4.49150 -0.37047 1.35524
C -3.32280 -2.34187 -0.83816
N -1.98940 0.23053 -0.05606
P -1.41230 1.66273 -0.55576
C 0.03700 1.94503 0.34114
P 1.57190 1.65183 -0.39506
N 1.96720 0.08163 -0.38016
Si 3.13130 -0.93177 -1.13956
C 4.52580 0.01703 -2.04526
C 4.05920 -2.03117 0.14354
C 2.23350 -2.14067 -2.33186
C 1.79930 2.41963 -2.03326
C 1.76130 3.80573 -2.14816
C 1.83850 4.40093 -3.39256
C 1.96490 3.62063 -4.53146
C 1.95690 2.24043 -4.42466
C 1.84600 1.64013 -3.18306
C 2.78320 2.50583 0.68184
C 3.92050 1.82283 1.09234
C 4.86710 2.43553 1.89184
C 4.69610 3.75493 2.27304
C 3.54220 4.42903 1.90764
C 2.57750 3.80263 1.13814
C -2.68860 2.85973 -0.03566
C -2.72470 3.05543 1.34124
C -3.78220 3.72203 1.92814
C -4.81000 4.21263 1.13704
C -4.76310 4.05163 -0.23786
C -3.71350 3.36403 -0.82436
C -1.37570 1.77553 -2.37106
C -1.21500 0.60153 -3.09886
C -1.10570 0.65293 -4.47666
C -1.14620 1.87563 -5.12966
C -1.27180 3.04913 -4.40316
C -1.37370 3.00423 -3.02566
H -5.37820 -0.34837 -2.00886
H -3.99600 0.60113 -2.52316
H -5.06710 1.21223 -1.28046
H -5.24960 -1.14037 1.44744
H -4.99830 0.58753 1.42634
H -3.83480 -0.45497 2.21674
H -3.88580 -3.00017 -0.18276
H -2.28310 -2.65197 -0.81456
H -3.68810 -2.50287 -1.84796
H 5.05050 0.67803 -1.36246
H 4.15020 0.63433 -2.85326
H 5.25470 -0.66987 -2.46256
H 4.81000 -1.47937 0.69994
H 4.58010 -2.82887 -0.37646
H 3.39140 -2.49427 0.86184
H 2.07570 -1.72327 -3.32356
H 1.25690 -2.40317 -1.92576
H 2.80120 -3.05857 -2.45466
H 1.66100 4.41273 -1.25996
H 1.79580 5.47753 -3.47996
H 2.05190 4.09003 -5.50126
H 2.03260 1.63153 -5.31496
H 1.79480 0.56393 -3.09576
H 4.04920 0.79633 0.78734
H 5.74370 1.88613 2.20384
H 5.45500 4.25233 2.86014
H 3.39370 5.45383 2.21564
H 1.65180 4.30993 0.90274
H -1.89650 2.67073 1.92784
H -3.81470 3.85913 3.00004
H -5.64580 4.72473 1.59264
H -5.55450 4.45803 -0.85316
H -3.69520 3.21003 -1.89396
H -1.18980 -0.34627 -2.56156
H -0.98510 -0.25607 -5.04886
H -1.06090 1.92033 -6.20576
H -1.28170 4.00253 -4.91266
H -1.44560 3.91413 -2.44396
O -0.21070 -2.42877 -0.02066
S 0.77080 -2.90377 0.98274
C 0.67660 -4.71107 0.81174
C 1.76670 -5.52027 1.09374
C 1.65550 -6.88757 0.90884
C 0.47310 -7.43247 0.43244
C -0.61000 -6.61517 0.14564
C -0.50700 -5.25147 0.33414
C -0.13780 -2.95487 2.56084
C -1.51320 -2.79347 2.59434
C -2.17600 -2.83907 3.80954
C -1.46230 -3.02777 4.98204
C -0.08460 -3.17897 4.94434
C 0.58050 -3.14947 3.73084
H 2.69180 -5.09017 1.44834
H 2.48910 -7.53667 1.13274
H 0.39760 -8.49667 0.27374
H -1.53170 -7.04307 -0.21916
H -1.32470 -4.58537 0.10944
H -2.05010 -2.61037 1.67544
H -3.24990 -2.72277 3.84584
H -1.98590 -3.05897 5.92484
H 0.46570 -3.31777 5.86344
H 1.65310 -3.26947 3.68944
N -0.70300 0.14273 2.82944
C -0.27450 0.39853 4.08874
C 1.07900 0.15333 4.09544
C 1.39700 -0.24767 2.79504
N 0.30530 -0.23477 2.03464
H -1.59600 0.33963 2.38394
H -0.93850 0.72053 4.86674
H 1.75900 0.25933 4.91514
H 2.35010 -0.52447 2.38714
*
```

=====

Ordered calculated total energy results: -17506.7449 -4924.3071 -4659.5120 -4682.3124; unit hartree.